Record 1
Molecular formula: CH4O2P2
Method: DFT, the ωB97M-V functional and the def2-TZVPD basis

XYZ file:
```
9
Properties=species:S:1:pos:R:3:forces:R:3:mulliken_spin:R:1
C -0.427859 -0.908710 -0.345289 -0.47 -0.71 0.90 0.00
O 2.345077 1.662879 0.085215 -0.18 0.09 0.43 0.04
O 2.258644 -0.843592 0.053511 1.02 0.43 0.35 0.14
P 3.310534 0.358079 -0.106607 0.34 0.53 -0.25 0.88
P 1.100387 -1.929032 0.043028 -1.44 -0.45 0.02 0.89
H -1.123953 -0.885319 0.586880 0.92 -0.41 -1.72 0.03
H -0.278806 0.168294 -0.605287 0.08 -1.12 -0.34 -0.01
H -0.785597 -1.614281 -1.171785 -0.43 1.58 0.94 0.01
H 1.854177 1.671523 0.926056 0.18 0.07 -0.33 0.01
```
Forces are in eV/Å.

For the frontier orbital gap (alpha / beta), the calculation gives 7.50 / 8.92 eV. As for the spin multiplicity: 3. The value obtained for the electronic energy is -23772.884 eV. As for the expectation value of S²: 2.006. The strongest force on any atom is 2.0 eV/Å. Its HOMO energy (alpha / beta) is -6.776 / -9.714 eV.

***

Record 2
Molecular formula: CH4O2S2
Method: DFT, the ωB97M-V functional and the def2-TZVPD basis

XYZ file:
```
9
Properties=species:S:1:pos:R:3:forces:R:3:nbo_charge:R:1
O 1.605057 -0.647868 1.249252 0.05 -1.24 -0.21 -0.50
C 1.029536 -1.405720 0.538509 -2.84 3.66 -0.34 0.65
O -0.276211 -0.941954 0.068592 1.92 -0.23 1.15 -0.77
H 1.354869 -2.257158 0.020863 0.61 -1.62 -0.38 0.13
H -0.912118 -1.563310 -0.279302 0.22 -0.85 -0.21 0.49
S -1.076867 2.372734 -1.283443 -1.10 -0.48 -0.88 -0.18
S 0.032669 2.241198 0.452128 0.98 1.12 -0.28 -0.12
H -1.455229 1.104168 -1.720087 0.85 0.78 0.79 0.14
H -0.301705 1.097912 0.953489 -0.70 -1.15 0.37 0.15
```
Forces are in eV/Å.

For the frontier orbital gap, the calculation gives 8.37 eV. The value obtained for the electronic energy is -26866.178 eV. The strongest force on any atom is 4.6 eV/Å. Its HOMO energy is -8.130 eV.

***

Record 3
Molecular formula: CH4O3
Method: DFT, the ωB97M-V functional and the def2-TZVPD basis

XYZ file:
```
8
Properties=species:S:1:pos:R:3:forces:R:3:nbo_charge:R:1
O -0.807813 0.046017 -1.810151 0.52 0.35 2.15 -0.59
C -0.883463 0.589195 -0.717880 -1.66 0.26 -1.93 0.66
O 0.043895 1.365435 -0.140407 1.08 -0.63 0.40 -0.70
H -1.898446 0.673396 -0.193075 1.42 -0.12 -0.32 0.11
H 0.965338 0.979218 -0.176096 -1.53 0.54 -0.34 0.51
O 0.582802 -0.990213 1.013596 -0.92 0.78 -4.18 -0.95
H 0.942875 -1.283388 1.790693 1.64 -1.38 2.79 0.48
H 1.054811 -1.379660 0.233320 -0.56 0.19 1.43 0.48
```
Forces are in eV/Å.

For the frontier orbital gap, the calculation gives 11.00 eV. The value obtained for the electronic energy is -7243.836 eV. The strongest force on any atom is 4.4 eV/Å. Its HOMO energy is -10.559 eV.

***

Record 4
Molecular formula: CH4O3
Method: DFT, the ωB97M-V functional and the def2-TZVPD basis

XYZ file:
```
8
Properties=species:S:1:pos:R:3:forces:R:3:nbo_charge:R:1
O -0.785538 1.415790 -1.995092 -0.34 -0.21 1.08 -0.59
C 0.198912 0.771569 -2.212759 -0.44 1.95 -3.30 0.66
O 0.951076 0.051311 -1.467724 0.61 -1.03 4.18 -0.67
H 0.649935 0.832782 -3.232477 -0.13 -0.43 0.28 0.08
H 0.688047 0.129925 -0.472819 0.15 -0.27 -2.08 0.52
O -0.633365 -0.136751 1.424729 -0.96 1.21 2.86 -0.95
H -0.945795 0.506062 2.184642 0.98 -1.68 -2.48 0.48
H -0.714192 -0.995433 1.887522 0.14 0.46 -0.55 0.48
```
Forces are in eV/Å.

For the frontier orbital gap, the calculation gives 10.72 eV. The value obtained for the electronic energy is -7244.092 eV. The strongest force on any atom is 4.4 eV/Å. Its HOMO energy is -10.335 eV.

***

Record 5
Molecular formula: CH4O3S
Method: DFT, the ωB97M-V functional and the def2-TZVPD basis

XYZ file:
```
9
Properties=species:S:1:pos:R:3:forces:R:3:nbo_charge:R:1
O -0.853251 0.373968 -1.655142 -0.99 0.33 -0.51 -0.73
C 0.226004 0.530594 -0.830116 2.16 3.14 -1.05 0.24
O 0.833304 -0.559530 -0.319737 -1.31 -2.59 2.56 -0.64
S -0.238534 -1.405428 1.088407 1.57 -0.53 -3.45 0.71
O -0.379836 -0.419207 2.303219 -1.18 1.33 -0.12 -0.82
H -1.045370 -0.539521 -1.792583 -0.09 -1.05 -0.15 0.48
H -0.060095 1.186402 -0.018319 -0.23 0.55 0.23 0.13
H 1.056078 1.122889 -1.470114 -1.37 -1.31 1.39 0.14
H 0.461699 -0.290167 2.694385 1.43 0.13 1.10 0.49
```
Forces are in eV/Å.

For the frontier orbital gap, the calculation gives 9.45 eV. The value obtained for the electronic energy is -18076.977 eV. The strongest force on any atom is 4.0 eV/Å. Its HOMO energy is -9.536 eV.

***

Record 6
Molecular formula: CH4O4
Method: DFT, the ωB97M-V functional and the def2-TZVPD basis

XYZ file:
```
9
Properties=species:S:1:pos:R:3:forces:R:3:nbo_charge:R:1
O 1.178582 -0.476697 0.422104 -2.26 0.55 -1.19 -0.80
C -0.223243 -0.051654 -0.201666 3.22 -2.36 0.67 0.95
O -0.973997 -1.183024 -0.191112 -1.36 0.74 0.43 -0.71
O -0.720329 0.915512 0.517509 -3.31 1.15 2.72 -0.70
O 0.006075 0.363195 -1.445403 1.38 1.53 -0.89 -0.68
H 0.924970 -1.065915 1.146176 0.16 0.31 0.12 0.46
H -0.324813 -1.828936 -0.368609 0.82 -1.79 -0.55 0.49
H -1.619844 0.606859 0.854229 1.72 0.75 -0.47 0.51
H 0.411117 1.253301 -1.282911 -0.36 -0.88 -0.84 0.49
```
Forces are in eV/Å.

For the frontier orbital gap, the calculation gives 11.39 eV. The value obtained for the electronic energy is -9291.325 eV. The strongest force on any atom is 4.4 eV/Å. Its HOMO energy is -10.894 eV.

***

Record 7
Molecular formula: CH4O4
Method: DFT, the ωB97M-V functional and the def2-TZVPD basis

XYZ file:
```
9
Properties=species:S:1:pos:R:3:forces:R:3:nbo_charge:R:1
O -1.843388 -0.153886 0.616577 -1.57 0.30 -0.12 -0.50
O -1.340306 0.120058 -0.712102 1.43 -1.01 -0.49 -0.34
C 0.192989 -0.285717 -0.627578 -1.68 -0.59 -0.60 0.62
O 0.356145 -1.404606 0.102071 -0.93 -0.51 3.51 -0.70
O 0.737990 0.881372 -0.202132 0.75 0.18 0.46 -0.72
H -2.837419 -0.008999 0.501386 2.03 -0.31 -0.10 0.48
H 0.646922 -0.675861 -1.579125 -1.19 1.22 0.05 0.16
H -0.062848 -1.395624 1.057869 1.08 0.53 -2.82 0.50
H -0.006260 1.484791 -0.106171 0.07 0.19 0.10 0.50
```
Forces are in eV/Å.

For the frontier orbital gap, the calculation gives 10.64 eV. The value obtained for the electronic energy is -9288.111 eV. The strongest force on any atom is 3.7 eV/Å. Its HOMO energy is -10.103 eV.

***

Record 8
Molecular formula: CH4O4Si
Method: DFT, the ωB97M-V functional and the def2-TZVPD basis

XYZ file:
```
10
Properties=species:S:1:pos:R:3:forces:R:3:nbo_charge:R:1
O -2.536328 -0.428463 -0.266356 -1.48 -0.56 -0.52 -0.51
C -1.752842 -0.224630 0.614920 3.43 1.03 -3.13 0.06
Si 0.090411 0.167829 -0.069193 -2.50 -1.23 1.12 2.11
O 0.394492 -1.065512 -1.075999 -2.73 0.43 0.42 -1.08
O 0.191520 1.633511 -0.725784 -0.19 1.37 -1.14 -1.13
O 1.070405 0.170859 1.228158 -0.31 -0.27 0.09 -1.07
H -2.021381 -0.046496 1.594509 -1.04 0.05 2.77 0.12
H 1.263041 -1.206510 -1.307087 2.99 -0.67 -0.96 0.49
H -0.219720 2.042583 -1.518609 0.43 -0.91 1.02 0.53
H 1.814770 0.683418 0.963006 1.41 0.76 0.34 0.48
```
Forces are in eV/Å.

For the frontier orbital gap, the calculation gives 9.27 eV. The value obtained for the electronic energy is -17172.359 eV. The strongest force on any atom is 4.8 eV/Å. Its HOMO energy is -8.993 eV.